{
  "formula": "C9H7NO2",
  "method": "ωB97M-V with the def2-TZVPD basis set",
  "species": ["O", "O", "N", "C", "C", "C", "C", "C", "C", "C", "C", "C", "H", "H", "H", "H", "H", "H", "H"],
  "xyz": [[0.843, -1.384, 0.163], [2.964, -1.509, -0.168], [0.603, 2.718, 0.150], [0.775, 1.397, 0.034], [2.057, -0.762, -0.097], [-1.813, 1.136, -0.186], [-2.647, -1.204, 0.042], [-0.376, -0.754, 0.037], [-1.386, -1.619, 0.217], [1.952, 0.702, -0.087], [-2.880, 0.242, -0.207], [-0.480, 0.593, -0.043], [1.430, 3.360, -0.031], [-1.129, -2.674, 0.458], [-3.500, -1.877, 0.008], [0.171, 3.026, 1.033], [-1.872, 2.303, -0.269], [-3.966, 0.433, -0.352], [2.981, 1.148, -0.119]],
  "forces_ev_per_a": [[-0.5, 0.2, -0.4], [2.2, -0.2, -0.3], [1.3, 4.1, 0.5], [0.2, -3.5, -0.6], [-2.9, 0.8, 0.5], [0.5, 1.1, 0.1], [-1.6, 3.1, -0.8], [3.4, -0.3, 1.1], [-1.0, -3.1, 0.2], [1.5, 0.6, -0.2], [-0.4, -2.0, 0.4], [-0.9, 1.9, -0.1], [-1.3, -1.6, 0.3], [-0.2, 0.9, -0.4], [0.2, 0.2, 0.3], [-0.1, -0.4, -0.8], [-0.3, -2.5, 0.0], [1.2, 0.7, 0.1], [-1.3, 0.1, 0.1]],
  "e_homo_ev": -8.747,
  "charge": 0,
  "e_lumo_ha": 0.009,
  "smiles": "Nc1cc(=O)oc2ccccc12",
  "gap_ev": 8.9808
}